## 1
C2H4N4O | the ωB97M-V functional and the def2-TZVPD basis

The geometry in ORCA input format:
```
! wB97M-V def2-TZVPD RIJCOSX def2/J DEFGRID3
* xyz 0 1
N 2.253 0.077 0.521
C 1.289 0.291 -0.389
N 0.282 -0.409 -1.050
N -0.918 -0.554 -0.274
C -1.650 0.461 0.161
O -2.833 -0.062 0.556
N 0.707 1.091 -1.160
H 2.571 -0.878 0.610
H 2.975 0.780 0.591
H -1.310 -1.481 -0.416
H -3.367 0.685 0.850
*
```

## Properties
Orbital gap (hartree): 0.343
HOMO energy (eV): -8.64

## 2
C2H4N4O | the ωB97M-V functional and the def2-TZVPD basis

The geometry in ORCA input format:
```
! wB97M-V def2-TZVPD RIJCOSX def2/J DEFGRID3
* xyz 0 1
C 0.973 0.057 0.018
C -1.635 0.183 0.216
H 3.106 0.522 0.094
H 0.864 1.763 0.274
H -2.674 -0.026 0.751
H -1.507 -2.087 -0.238
N 2.250 -0.270 0.137
N 0.303 1.159 -0.369
N -1.037 1.250 0.093
N -1.201 -0.992 -0.272
O 0.247 -1.205 0.074
*
```

## Properties
SMILES string: [H]/N=C1\NN=CNO1
Orbital gap (hartree): 0.367
HOMO energy (eV): -9.44

How do the structures above rank in stability at the extremes? 1 comes first and 2 comes last.